Entry 1:
2 unconnected molecules or ions with the total composition C10H22, computed with ωB97M-V/def2-TZVPD.

Geometry (Å):
C (-3.173, 0.225, 1.177)
C (-2.187, -0.011, 0.038)
C (-0.898, -0.419, 0.716)
C (-1.883, 1.227, -0.675)
C (-2.596, -1.098, -0.940)
H (-3.461, -0.761, 1.657)
H (-2.645, 0.926, 1.888)
H (-4.069, 0.874, 0.858)
H (-0.081, -0.504, -0.053)
H (-0.517, 0.318, 1.409)
H (-1.011, -1.390, 1.232)
H (-0.895, 1.090, -1.231)
H (-1.645, 2.073, -0.017)
H (-2.675, 1.520, -1.434)
H (-3.508, -0.843, -1.486)
H (-1.806, -1.248, -1.704)
H (-2.835, -2.126, -0.465)
C (2.626, 1.213, -0.016)
C (1.266, 0.559, -0.530)
C (1.707, -0.960, -0.686)
C (2.766, -1.125, 0.472)
C (3.686, 0.078, 0.307)
H (3.151, 1.975, -0.667)
H (2.296, 1.725, 0.911)
H (0.621, 1.037, -1.480)
H (0.543, 0.795, 0.285)
H (2.149, -1.071, -1.628)
H (0.912, -1.654, -0.584)
H (3.187, -2.168, 0.634)
H (2.361, -0.915, 1.579)
H (4.341, 0.221, -0.672)
H (4.272, 0.438, 1.105)

The HOMO-LUMO gap comes out at 0.396 hartree. Its energy relative to the best compared isomer or geometry (same formula, charge and spin) is 377.99 kJ/mol. The strongest force on any atom comes out at 0.0840 hartree/bohr. Its SMILES is CC(C)(C)C.C1CCCC1. The total energy is -394.081584 Ha.

Partial atomic charges computed with the Mulliken method, in multiples of e: -1.593 2.549 -0.967 -1.572 -1.770 0.343 0.359 0.336 -0.824 0.474 0.521 0.132 0.352 0.389 0.459 0.319 0.316 -0.809 0.370 -0.976 -0.385 -0.712 0.275 0.308 0.376 -0.329 0.440 0.466 0.348 0.159 0.274 0.370

***

Entry 2:
3 unconnected molecules or ions with the total composition C34H66F3N5O16P3, computed with ωB97M-V/def2-TZVPD.

Geometry (Å):
C (-5.262, -0.343, 0.416)
C (-4.352, 0.305, -0.031)
C (-3.236, 1.126, -0.666)
N (-2.041, 1.224, 0.190)
C (-2.227, 2.150, 1.320)
O (-1.953, 3.492, 0.909)
C (-3.111, 4.331, 1.041)
C (-0.917, 0.573, -0.032)
N (0.289, 0.662, 0.611)
C (0.689, 1.740, 1.512)
C (0.589, 1.214, 3.012)
C (0.983, 2.416, 3.939)
N (2.153, 2.363, 4.808)
O (0.346, 3.437, 3.929)
C (1.427, 0.109, -0.222)
C (1.716, 1.313, -1.199)
O (2.540, 0.946, -2.306)
C (2.294, 1.696, -3.461)
C (1.097, 1.378, -4.386)
O (3.066, 2.565, -3.746)
C (2.673, -0.352, 0.612)
C (3.815, -1.007, -0.194)
C (4.915, -0.040, -0.792)
N (3.989, -2.252, -0.353)
C (0.599, -1.082, -0.838)
C (0.614, -2.382, 0.040)
C (0.033, -2.287, 1.502)
C (-1.511, -2.395, 1.622)
O (-2.032, -3.495, 0.857)
P (1.023, -1.681, -2.614)
O (0.457, -3.236, -2.889)
O (2.655, -1.762, -2.923)
N (-0.707, -0.391, -1.051)
C (-1.773, -1.286, -1.441)
O (-2.169, -0.911, -2.804)
C (-3.104, -1.765, -3.301)
F (-4.211, -1.877, -2.516)
F (-3.536, -1.233, -4.479)
F (-2.617, -2.989, -3.603)
H (-6.222, -0.684, 0.814)
H (-3.663, 2.158, -0.718)
H (-3.037, 0.854, -1.720)
H (-3.310, 2.161, 1.599)
H (-1.697, 1.861, 2.244)
H (-3.850, 4.178, 0.216)
H (-3.586, 4.266, 2.047)
H (-2.759, 5.383, 0.939)
H (0.148, 2.712, 1.392)
H (1.748, 2.083, 1.443)
H (-0.402, 0.784, 3.253)
H (1.413, 0.467, 3.127)
H (2.806, 1.667, 4.437)
H (1.833, 1.986, 5.708)
H (0.786, 1.779, -1.599)
H (2.270, 2.136, -0.677)
H (0.922, 2.256, -5.034)
H (0.214, 1.158, -3.746)
H (1.277, 0.475, -5.015)
H (3.166, 0.512, 1.124)
H (2.396, -1.039, 1.442)
H (5.897, -0.457, -0.469)
H (4.804, 1.000, -0.407)
H (4.858, -0.093, -1.897)
H (4.837, -2.443, -0.894)
H (0.064, -3.236, -0.425)
H (1.656, -2.772, 0.156)
H (0.439, -3.183, 2.040)
H (0.422, -1.424, 2.090)
H (-2.060, -1.476, 1.300)
H (-1.786, -2.583, 2.687)
H (-2.967, -3.343, 0.661)
H (1.206, -3.843, -3.027)
H (3.009, -2.669, -2.886)
H (-2.655, -1.277, -0.754)
H (-1.525, -2.365, -1.519)
O (-7.237, -1.768, 4.291)
P (-8.256, -2.536, 5.099)
O (-7.458, -3.968, 5.283)
C (-6.384, -4.020, 6.220)
C (-6.866, -3.869, 7.652)
O (-9.236, -2.913, 3.823)
C (-9.150, -2.243, 2.573)
C (-8.232, -2.995, 1.629)
O (-9.440, -3.036, 6.165)
C (-10.781, -3.386, 5.796)
C (-10.874, -4.805, 5.274)
H (-5.645, -3.250, 5.978)
H (-5.903, -4.991, 6.098)
H (-7.285, -2.872, 7.821)
H (-6.043, -4.013, 8.353)
H (-7.652, -4.591, 7.874)
H (-8.843, -1.205, 2.700)
H (-10.158, -2.217, 2.150)
H (-7.262, -3.203, 2.084)
H (-8.072, -2.427, 0.709)
H (-8.667, -3.962, 1.370)
H (-11.193, -2.659, 5.096)
H (-11.385, -3.305, 6.703)
H (-10.152, -5.016, 4.488)
H (-11.875, -5.001, 4.886)
H (-10.669, -5.515, 6.079)
O (7.795, 1.168, -3.771)
P (8.465, 2.194, -4.654)
O (9.671, 2.699, -3.647)
C (10.791, 1.836, -3.461)
C (11.623, 1.698, -4.724)
O (7.356, 3.390, -4.400)
C (6.069, 3.134, -3.847)
C (6.090, 3.328, -2.342)
O (9.126, 3.067, -5.916)
C (8.560, 4.262, -6.470)
C (8.906, 5.487, -5.648)
H (10.449, 0.856, -3.115)
H (11.401, 2.274, -2.669)
H (11.057, 1.191, -5.512)
H (12.526, 1.117, -4.529)
H (11.907, 2.677, -5.110)
H (5.706, 2.145, -4.125)
H (5.376, 3.853, -4.290)
H (6.894, 2.759, -1.870)
H (5.139, 3.023, -1.900)
H (6.268, 4.378, -2.101)
H (7.486, 4.151, -6.615)
H (8.989, 4.377, -7.468)
H (8.683, 5.365, -4.590)
H (8.362, 6.357, -6.019)
H (9.977, 5.692, -5.714)

The HOMO-LUMO gap comes out at 0.309 hartree. The strongest force on any atom comes out at 0.1552 hartree/bohr. The total energy is -4136.061545 Ha. Its charge is +1.

Mulliken population analysis, charges in e, atoms 1 to 99: -0.850 -0.162 -0.253 0.804 -0.736 -0.351 -0.657 -0.954 0.560 -1.711 -0.157 0.020 -0.596 -0.455 0.446 -0.891 0.347 0.422 -0.703 -0.488 -1.070 0.291 -1.510 -0.635 0.871 -1.142 -0.733 -0.270 -0.596 -0.277 -0.435 -0.469 1.137 -1.894 -0.405 0.871 -0.257 -0.287 -0.222 0.597 0.435 0.349 0.754 -0.106 0.252 0.340 0.282 0.787 0.682 0.449 0.348 0.290 0.299 0.517 0.302 0.394 0.039 0.244 0.657 0.497 0.536 0.175 0.320 0.340 0.961 0.401 0.601 -0.146 -0.110 0.497 0.379 0.320 0.284 0.393 1.010 -0.768 1.090 -0.327 -0.320 -1.014 -0.373 -0.362 -1.169 -0.353 -0.117 -1.072 0.272 0.320 0.282 0.405 0.231 0.359 0.356 0.271 0.410 0.342 0.243 0.358 0.273

***

Entry 3:
A molecular structure, C24H29N3O3PtS4Si, computed with ωB97M-V/def2-TZVPD.

Geometry (Å):
Pt (0.324, -0.133, -0.103)
S (2.665, 0.406, -0.525)
C (3.525, -0.761, 0.475)
C (4.918, -0.620, 0.545)
C (5.721, -1.465, 1.290)
C (5.132, -2.498, 2.010)
C (3.758, -2.654, 1.961)
C (2.922, -1.818, 1.204)
S (1.197, -2.151, 1.235)
H (5.367, 0.197, -0.009)
H (6.795, -1.313, 1.314)
H (5.735, -3.169, 2.612)
H (3.285, -3.450, 2.525)
C (-1.306, 1.664, 3.983)
Si (-0.245, 0.372, 3.082)
C (-1.417, -1.101, 2.968)
C (1.146, -0.135, 4.255)
N (0.310, 1.021, 1.569)
C (0.677, 2.345, 1.442)
C (1.218, 3.085, 2.517)
C (1.557, 4.421, 2.398)
C (1.390, 5.098, 1.197)
C (0.876, 4.384, 0.120)
C (0.531, 3.051, 0.231)
H (-1.664, 1.244, 4.928)
H (-2.178, 1.894, 3.364)
H (-0.797, 2.602, 4.196)
H (-2.259, -0.948, 3.651)
H (-0.902, -2.023, 3.236)
H (-1.818, -1.234, 1.964)
H (0.733, -0.672, 5.115)
H (1.722, 0.713, 4.631)
H (1.830, -0.805, 3.730)
H (1.412, 2.584, 3.455)
H (1.978, 4.935, 3.258)
H (1.664, 6.142, 1.099)
H (0.735, 4.877, -0.837)
H (0.121, 2.529, -0.627)
O (-3.859, 0.580, -5.840)
C (-3.832, -0.763, -5.419)
N (-2.672, -1.026, -4.611)
C (-1.848, -2.084, -4.770)
O (-1.971, -2.915, -5.664)
C (-0.724, -2.160, -3.776)
C (0.218, -3.174, -3.890)
C (1.275, -3.200, -3.000)
C (1.338, -2.251, -1.989)
N (0.388, -1.315, -1.836)
C (-0.591, -1.253, -2.737)
H (-3.708, 1.138, -5.061)
H (-3.783, -1.395, -6.304)
H (-4.742, -1.001, -4.851)
H (-2.536, -0.394, -3.832)
H (0.111, -3.896, -4.689)
H (2.049, -3.952, -3.064)
H (2.154, -2.220, -1.286)
H (-1.260, -0.418, -2.600)
C (-4.981, 0.379, 0.045)
O (-4.443, 0.945, -1.143)
C (-3.097, 0.971, -1.317)
S (-2.614, 1.766, -2.730)
S (-2.138, 0.303, -0.104)
H (-6.059, 0.504, -0.049)
H (-4.611, 0.896, 0.931)
H (-4.721, -0.677, 0.131)

The HOMO-LUMO gap comes out at 0.195 hartree. Its energy relative to the best compared isomer or geometry (same formula, charge and spin) is 190.41 kJ/mol. The strongest force on any atom comes out at 0.0105 hartree/bohr. The total energy is -3323.674009 Ha. Its charge is -2.

Partial atomic charges computed with the Mulliken method, in multiples of e: 0.185 -0.502 0.322 -0.708 -0.505 -0.475 -0.666 0.338 -0.407 0.348 0.305 0.320 0.314 -1.252 0.458 -1.092 -0.978 0.277 0.522 -0.156 -0.708 -0.499 -0.690 -0.015 0.343 0.211 0.395 0.332 0.353 0.235 0.311 0.336 0.136 0.203 0.345 0.333 0.357 0.249 -0.543 -0.409 0.125 0.554 -0.771 0.590 -0.484 -0.849 0.137 -0.029 0.287 0.288 0.387 0.229 -0.196 0.476 0.431 0.163 -0.554 -0.771 -0.357 0.582 -0.531 -0.488 0.219 0.299 0.338

***

Entry 4:
3 unconnected molecules or ions with the total composition C11H28IN2O2, computed with ωB97M-V/def2-TZVPD.

Geometry (Å):
I (0.446, -1.608, 2.913)
C (-2.679, 1.381, 0.379)
C (-1.355, 0.538, 0.142)
N (-1.391, -0.357, -1.123)
C (-0.017, -1.225, -1.194)
C (-2.591, -1.421, -1.011)
C (-2.829, -2.019, 0.431)
C (-1.495, 0.603, -2.343)
C (-1.823, -0.067, -3.727)
O (-0.831, -1.008, -4.083)
C (0.516, -0.642, -4.446)
H (-3.573, 1.014, -0.126)
H (-2.562, 2.375, -0.051)
H (-2.928, 1.422, 1.440)
H (-1.219, -0.198, 0.934)
H (-0.494, 1.202, 0.058)
H (-0.186, -1.981, -1.960)
H (0.143, -1.751, -0.253)
H (0.816, -0.592, -1.498)
H (-2.300, -2.232, -1.678)
H (-3.418, -0.832, -1.407)
H (-1.934, -2.520, 0.798)
H (-3.555, -2.814, 0.601)
H (-3.195, -1.330, 1.193)
H (-0.555, 1.153, -2.281)
H (-2.253, 1.340, -2.078)
H (-2.001, 0.693, -4.487)
H (-2.772, -0.593, -3.619)
H (0.537, 0.072, -5.269)
H (0.981, -1.502, -4.928)
H (1.163, -0.164, -3.710)
C (2.075, 2.302, 3.790)
C (3.430, 1.926, 3.061)
O (4.290, 2.769, 2.675)
N (3.620, 0.499, 2.536)
H (2.740, 0.117, 2.220)
H (4.061, 0.799, 1.678)
C (4.324, -0.437, 3.485)
H (2.110, 2.006, 4.839)
H (1.275, 1.825, 3.224)
H (1.930, 3.375, 3.669)
H (3.877, -0.406, 4.479)
H (5.390, -0.212, 3.467)
H (4.232, -1.500, 3.261)

The HOMO-LUMO gap (spin up / spin down) comes out at 0.128 / 0.259 hartree. Its energy relative to the best compared isomer or geometry (same formula, charge and spin) is 0.00 kJ/mol. The strongest force on any atom comes out at 0.0513 hartree/bohr. The total energy is -993.404079 Ha. Its multiplicity is 2.

Partial atomic charges computed with the Mulliken method, in multiples of e: -0.678 -1.518 -0.070 0.349 -0.802 -0.504 -1.205 -0.704 -0.650 -0.322 -0.742 0.348 0.449 0.387 -0.029 0.515 0.376 0.268 0.228 0.386 0.520 0.280 0.392 0.281 0.484 0.427 0.425 0.298 0.369 0.265 0.281 -0.643 0.070 -0.730 0.078 0.017 0.338 -0.827 0.203 0.084 0.312 0.280 0.340 0.374

***

- What is the strongest force on any atom in the first record?
  0.0840 hartree/bohr